--- one ---
20
Properties=species:S:1:pos:R:3 method="wB97M-V/def2-TZVPD" mol_weight_da=107.2 multiplicity=2 s_squared=0.7503 charge=-1 e_lumo_ha="0.131 / 0.144"
C 0.055 -1.639 -1.221
C 0.977 -1.697 0.006
C 2.312 -1.000 -0.255
N 0.184 -0.960 1.175
C -0.174 0.411 1.000
O -1.554 0.665 1.233
H -0.036 -0.624 -1.675
H -0.950 -1.935 -0.940
H 0.415 -2.208 -2.090
H 0.961 -2.719 0.401
H 2.907 -0.613 0.565
H 2.492 -0.317 -1.067
H 3.173 -1.665 -0.505
H 0.696 -1.272 1.990
H 0.226 0.690 -0.070
H 0.450 1.106 1.605
H -1.624 0.197 2.074
H -3.472 4.629 -1.491
H -3.615 4.046 -0.168
O -3.422 4.905 -0.566



--- two ---
20
Properties=species:S:1:pos:R:3 method="wB97M-V/def2-TZVPD" mol_weight_da=107.2 multiplicity=2 s_squared=0.7505 charge=-1 e_lumo_ha="0.144 / 0.138"
C 1.499 0.852 0.884
C 0.544 0.877 -0.314
C 0.698 0.233 -1.481
N 1.840 -0.471 -1.888
C -0.730 1.611 -0.032
H 2.012 1.790 1.128
H 2.007 -0.123 0.910
H 0.758 0.785 1.726
H -0.252 0.117 -1.990
H 1.809 -0.774 -2.845
H 2.723 -0.047 -1.664
H -1.240 1.137 0.811
H -1.423 1.612 -0.873
H -0.513 2.630 0.322
H -2.310 -1.376 0.948
H -2.872 -0.076 0.492
O -2.676 -0.963 0.145
H -1.126 -3.232 1.311
H -0.234 -2.049 0.804
O -0.515 -2.534 1.605



Verdict on stability: two comes out on top.



--- one ---
25
Properties=species:S:1:pos:R:3 method="wB97M-V/def2-TZVPD" mol_weight_da=149.2 multiplicity=1 e_lumo_ha=0.019
C 0.295 1.654 0.410
C -0.850 -0.830 -0.086
C -0.232 2.234 -0.871
C -0.465 1.945 1.677
C -1.126 -1.132 -1.548
O 1.494 1.307 0.489
H 1.870 -0.036 -0.557
H -1.415 0.041 0.238
H -1.263 -1.596 0.574
H 0.336 1.868 -1.725
H -0.370 1.112 2.369
H -1.289 2.016 -1.004
H -0.110 3.321 -0.827
H -0.012 2.819 2.149
H -1.518 2.142 1.497
H -0.627 -2.043 -1.884
H -0.737 -0.342 -2.192
H -2.195 -1.255 -1.755
C 1.027 -1.510 0.277
N 0.889 -2.878 0.187
O 1.333 -1.104 1.535
O 1.785 -1.009 -0.717
H 1.575 -0.145 1.474
H 1.145 -3.277 -0.703
H 0.457 -3.303 0.992



--- two ---
25
Properties=species:S:1:pos:R:3 method="wB97M-V/def2-TZVPD" mol_weight_da=149.2 multiplicity=1 e_lumo_ha=0.016
C -1.356 -1.511 -1.124
C -0.289 -0.893 -0.258
O 0.003 -1.389 0.836
C 0.814 -0.132 -1.052
C 1.677 0.723 -0.126
N 1.568 -1.169 -1.755
O 0.248 0.722 -2.023
H -0.895 -2.148 -1.879
H -2.031 -2.108 -0.514
H -1.906 -0.729 -1.644
H 2.135 0.095 0.635
H 2.454 1.208 -0.712
H 1.088 1.500 0.345
H 2.426 -0.779 -2.133
H 1.807 -1.928 -1.125
H 0.038 0.181 -2.794
C -1.771 1.124 0.550
C -1.316 1.652 1.701
H -2.626 0.462 0.579
H -1.573 1.623 -0.387
H -1.754 1.408 2.655
H -0.612 2.470 1.706
O 0.368 0.104 3.041
H 0.183 -0.527 2.285
H 1.319 0.040 3.192



Verdict on stability: two comes out on top.



--- one ---
108
Properties=species:S:1:pos:R:3 method="wB97M-V/def2-TZVPD" mol_weight_da=1053.0 multiplicity=1 e_lumo_ha=0.008
La -1.333 -1.158 0.383
N -2.431 7.143 -1.814
C -2.451 5.822 -1.433
C -1.347 5.247 -0.796
C -1.361 3.913 -0.438
C -2.478 3.146 -0.716
C -3.567 3.688 -1.375
C -3.559 5.020 -1.735
S -2.582 1.453 -0.169
O -3.926 1.195 0.265
O -1.528 1.274 0.826
N -2.183 0.521 -1.412
C -3.027 -0.316 -2.042
N -3.769 0.113 -3.068
C -4.441 -0.795 -3.750
C -4.417 -2.146 -3.438
C -3.638 -2.502 -2.345
N -2.944 -1.613 -1.655
H -1.760 7.741 -1.362
H -3.320 7.568 -2.020
H -0.486 5.858 -0.571
H -0.520 3.458 0.059
H -4.409 3.044 -1.575
H -4.409 5.455 -2.241
H -5.006 -0.410 -4.590
H -4.972 -2.870 -4.009
H -3.547 -3.529 -2.017
C -2.428 5.026 5.483
C -2.279 3.657 4.888
C -1.233 3.389 4.010
C -1.047 2.120 3.490
C -1.933 1.117 3.833
C -2.983 1.363 4.697
C -3.153 2.631 5.227
S -1.764 -0.579 3.259
O -2.736 -0.790 2.190
O -1.959 -1.407 4.421
N -0.341 -0.824 2.539
C 0.799 -0.824 3.271
C 0.844 -0.357 4.605
C 2.031 -0.386 5.291
C 3.167 -0.897 4.667
C 3.025 -1.336 3.367
N 1.904 -1.287 2.662
H -2.298 5.796 4.725
H -1.672 5.183 6.255
H -3.408 5.144 5.935
H -0.548 4.182 3.745
H -0.234 1.911 2.811
H -3.647 0.551 4.947
H -3.964 2.819 5.916
H -0.065 -0.011 5.072
H 2.070 -0.026 6.310
H 4.107 -0.961 5.194
H 3.870 -1.780 2.851
C 2.770 -1.990 -4.225
C 2.554 -0.479 -4.317
N 2.107 0.095 -3.068
C 0.922 0.568 -2.637
S 0.927 1.305 -1.117
N -0.213 0.617 -3.327
C -0.637 -0.054 -4.537
C -0.575 0.894 -5.736
H 3.074 -2.383 -5.192
H 1.855 -2.485 -3.912
H 3.550 -2.218 -3.502
H 1.844 -0.246 -5.104
H 3.504 0.003 -4.579
H 2.800 0.123 -2.335
H -0.986 0.933 -2.734
H -1.672 -0.362 -4.383
H -0.050 -0.957 -4.705
H -1.252 1.728 -5.571
H -0.868 0.382 -6.650
H 0.428 1.294 -5.862
C 5.453 -0.438 0.723
C 4.324 0.281 -0.003
N 3.186 -0.591 -0.181
C 3.201 -1.918 -0.050
N 2.075 -2.593 -0.272
C 2.019 -4.025 -0.043
C 3.315 -4.660 -0.524
C 4.455 -4.001 0.241
N 4.376 -2.558 0.134
C 5.623 -1.819 0.100
H 5.204 -0.535 1.779
H 6.381 0.127 0.642
H 4.677 0.624 -0.987
H 4.004 1.160 0.558
H 2.250 -0.150 -0.179
H 1.147 -4.430 -0.565
H 1.872 -4.209 1.027
H 3.430 -4.492 -1.597
H 3.308 -5.734 -0.339
H 5.419 -4.317 -0.163
H 4.410 -4.302 1.294
H 5.954 -1.705 -0.944
H 6.377 -2.393 0.647
N 0.135 -2.276 -1.536
C 0.842 -1.828 -0.579
H 0.446 -3.143 -2.008
F -1.618 -4.220 -0.341
C -1.750 -3.482 0.874
F -0.966 -4.223 1.763
C -3.206 -3.657 1.274
F -3.395 -3.623 2.587
F -3.931 -2.620 0.733
F -3.818 -4.763 0.802



--- two ---
108
Properties=species:S:1:pos:R:3 method="wB97M-V/def2-TZVPD" mol_weight_da=1053.0 multiplicity=1 e_lumo_ha=0.019
La 0.021 -0.016 -0.200
N 5.295 -6.716 1.812
C 4.670 -5.489 1.942
C 5.377 -4.378 2.416
C 4.771 -3.139 2.482
C 3.449 -3.002 2.088
C 2.728 -4.092 1.626
C 3.337 -5.329 1.551
S 2.663 -1.431 2.205
O 3.705 -0.478 2.587
O 1.565 -1.515 3.126
N 2.020 -1.084 0.742
C 2.864 -1.050 -0.329
N 4.153 -1.409 -0.234
C 4.886 -1.344 -1.332
C 4.388 -0.909 -2.550
C 3.059 -0.534 -2.554
N 2.294 -0.598 -1.473
H 6.141 -6.857 2.335
H 4.704 -7.526 1.744
H 6.409 -4.496 2.725
H 5.309 -2.267 2.825
H 1.692 -3.964 1.331
H 2.783 -6.188 1.192
H 5.923 -1.648 -1.220
H 4.997 -0.858 -3.440
H 2.579 -0.154 -3.449
C -8.010 -0.278 1.376
C -6.721 -0.159 0.611
C -6.659 -0.445 -0.748
C -5.467 -0.325 -1.446
C -4.325 0.076 -0.774
C -4.360 0.370 0.585
C -5.557 0.246 1.265
S -2.814 0.302 -1.661
O -2.118 1.399 -0.987
O -3.147 0.499 -3.054
N -1.803 -0.895 -1.438
C -1.619 -2.018 -2.193
C -2.609 -2.710 -2.903
C -2.256 -3.870 -3.557
C -0.941 -4.325 -3.498
C -0.028 -3.566 -2.793
N -0.337 -2.433 -2.165
H -8.855 -0.445 0.709
H -8.199 0.628 1.953
H -7.961 -1.111 2.080
H -7.556 -0.758 -1.270
H -5.422 -0.522 -2.510
H -3.462 0.693 1.091
H -5.592 0.472 2.325
H -3.621 -2.331 -2.914
H -3.003 -4.433 -4.104
H -0.637 -5.237 -3.992
H 1.013 -3.871 -2.728
C 2.159 1.334 5.219
C 0.759 1.927 5.105
N 0.202 1.820 3.762
C -0.124 2.774 2.896
S -1.176 2.421 1.608
N 0.309 4.055 3.059
C 1.659 4.489 3.428
C 1.624 5.940 3.880
H 2.412 1.187 6.270
H 2.916 1.983 4.776
H 2.203 0.370 4.712
H 0.732 2.968 5.416
H 0.086 1.381 5.769
H -0.114 0.895 3.496
H -0.108 4.637 2.346
H 2.328 4.380 2.570
H 2.051 3.860 4.219
H 1.209 6.575 3.095
H 2.631 6.292 4.102
H 1.005 6.054 4.770
C -0.350 1.237 -5.941
C -0.491 0.103 -4.945
N 0.210 0.502 -3.733
C 0.093 1.764 -3.184
N 0.507 1.927 -1.960
C 0.566 3.310 -1.490
C -0.608 4.121 -2.007
C -0.546 4.117 -3.517
N -0.305 2.766 -4.021
C -0.948 2.474 -5.300
H -0.864 1.007 -6.874
H 0.707 1.411 -6.153
H -0.029 -0.815 -5.313
H -1.549 -0.096 -4.750
H 0.318 -0.227 -3.046
H 1.513 3.762 -1.819
H 0.556 3.311 -0.404
H -0.586 5.146 -1.632
H -1.524 3.638 -1.666
H 0.257 4.774 -3.871
H -1.484 4.479 -3.943
H -0.815 3.348 -5.940
H -2.023 2.322 -5.145
N 2.645 1.759 1.628
C 1.835 1.656 0.804
H 3.295 1.262 2.250
F -0.789 -2.274 0.863
C -1.651 -1.314 1.488
F -0.642 -0.461 2.127
C -2.269 -2.040 2.663
F -1.463 -2.888 3.324
F -2.719 -1.140 3.559
F -3.325 -2.761 2.243



Verdict on stability: two comes out on top.



--- one ---
24
Properties=species:S:1:pos:R:3 method="wB97M-V/def2-TZVPD" mol_weight_da=166.2 multiplicity=1 charge=+1 e_lumo_ha=-0.142
C -2.240 -1.482 1.866
C -1.621 -1.487 0.625
C -1.687 0.520 1.549
C -1.052 0.629 -3.104
C -0.953 -0.159 -2.031
C 2.062 0.295 0.368
C -0.607 0.369 -0.691
N -2.250 -0.265 2.405
N -1.239 -0.175 0.415
N 3.395 0.273 0.212
N 1.568 0.899 1.519
N 1.309 -0.126 -0.604
H -2.699 -2.202 2.461
H -1.296 -2.094 -0.171
H -1.627 1.573 1.631
H -1.224 0.122 -4.002
H -0.708 1.613 -3.041
H -1.084 -1.137 -1.987
H -0.584 1.499 -0.659
H 3.927 0.144 1.105
H 3.946 0.289 -0.586
H 2.221 1.309 2.142
H 0.898 0.282 1.972
H 1.543 -0.688 -1.395



--- two ---
24
Properties=species:S:1:pos:R:3 method="wB97M-V/def2-TZVPD" mol_weight_da=166.2 multiplicity=1 charge=+1 e_lumo_ha=-0.125
C -3.445 -0.385 -0.485
N -3.191 0.738 0.027
N -2.052 0.815 0.666
C -1.006 1.619 0.264
C 0.082 0.933 -0.117
C 1.417 1.444 -0.536
N 2.501 0.725 0.214
C 2.329 -0.746 0.088
C 0.986 -1.122 0.698
N -0.073 -0.479 -0.081
N -1.337 -0.782 0.493
C -2.304 -1.389 -0.373
H -4.374 -0.607 -0.976
H -1.133 2.685 0.247
H 1.579 1.252 -1.600
H 1.487 2.516 -0.351
H 3.417 1.024 -0.134
H 2.431 0.967 1.211
H 3.142 -1.262 0.599
H 2.345 -1.006 -0.971
H 0.837 -2.201 0.649
H 0.938 -0.820 1.755
H -2.660 -2.312 0.093
H -1.916 -1.605 -1.377



Verdict on stability: one comes out on top.



--- one ---
8
Properties=species:S:1:pos:R:3 method="wB97M-V/def2-TZVPD" mol_weight_da=100.5 multiplicity=1 e_lumo_ha=0.035
F -0.798 -0.406 -1.390
C 0.293 0.084 -0.746
C -0.226 0.018 0.611
F 0.792 0.408 1.498
Cl -1.045 -1.454 0.811
H 1.036 -0.666 -0.688
H 0.869 1.121 -0.970
H -0.921 0.896 0.873



--- two ---
8
Properties=species:S:1:pos:R:3 method="wB97M-V/def2-TZVPD" mol_weight_da=100.5 multiplicity=1 e_lumo_ha=0.035
F 0.649 1.293 1.200
C 0.388 0.714 0.075
C -0.157 -0.709 -0.058
F -0.509 -0.857 -1.331
Cl -1.662 -1.172 0.903
H 1.204 0.908 -0.621
H -0.544 1.244 -0.246
H 0.631 -1.421 0.079



Verdict on stability: two comes out on top.



--- one ---
9
Properties=species:S:1:pos:R:3 method="wB97M-V/def2-TZVPD" mol_weight_da=134.2 multiplicity=1 e_lumo_ha=-0.086
N 2.521 0.501 -0.327
C 1.875 1.147 -0.985
S 0.796 1.773 -2.059
S -1.215 0.809 -0.832
N -0.866 -0.711 -0.098
C -0.671 -0.677 1.235
O -0.461 0.336 1.871
H -1.118 -1.578 -0.579
H -0.859 -1.601 1.773



--- two ---
9
Properties=species:S:1:pos:R:3 method="wB97M-V/def2-TZVPD" mol_weight_da=134.2 multiplicity=1 e_lumo_ha=-0.024
S 1.273 2.000 -0.108
C -0.048 0.904 0.001
O -1.356 1.020 -0.086
N -1.796 -0.489 -0.169
N -0.685 -1.224 -0.148
C 0.384 -0.556 -0.087
S 2.092 -1.106 -0.077
H -2.334 -0.652 0.579
H 2.469 0.103 0.094



Verdict on stability: one comes out on top.



--- one ---
19
Properties=species:S:1:pos:R:3 method="wB97M-V/def2-TZVPD" mol_weight_da=130.6 multiplicity=1 e_lumo_ha=0.032
C -2.650 -0.327 -0.050
C -1.319 -0.595 0.027
C -0.766 -1.873 -0.625
C -0.435 0.365 0.721
Cl -0.156 1.807 -0.287
C 0.837 -0.419 1.160
C 1.993 -0.647 0.570
C 2.413 -0.237 -0.821
H -3.303 -0.889 -0.754
H -3.153 0.435 0.509
H -1.571 -2.341 -1.149
H 0.047 -1.608 -1.296
H -0.285 -2.381 0.210
H -0.860 0.770 1.689
H 0.647 -0.867 2.089
H 2.792 -1.089 1.156
H 3.256 0.526 -0.775
H 2.979 -1.045 -1.369
H 1.661 0.182 -1.317



--- two ---
19
Properties=species:S:1:pos:R:3 method="wB97M-V/def2-TZVPD" mol_weight_da=130.6 multiplicity=1 e_lumo_ha=0.032
C -0.413 0.357 0.928
C -0.271 0.866 2.120
C 0.389 0.562 -0.335
C -1.237 -0.467 0.096
C 0.446 1.767 -1.243
C 1.578 -0.499 -0.417
C -1.119 -1.983 -0.032
Cl -2.631 0.385 -0.490
H -0.957 0.480 2.878
H 0.543 1.581 2.367
H 0.453 1.412 -2.360
H 1.235 2.300 -0.887
H -0.520 2.253 -1.011
H 2.192 -0.132 -1.178
H 1.363 -1.466 -0.663
H 2.228 -0.388 0.424
H -0.198 -2.356 -0.486
H -1.862 -2.291 -0.661
H -1.219 -2.380 0.950



Verdict on stability: one comes out on top.



--- one ---
22
Properties=species:S:1:pos:R:3 method="wB97M-V/def2-TZVPD" mol_weight_da=172.2 multiplicity=1 charge=+1 e_lumo_ha=-0.188
O 4.258 0.712 2.197
N 4.328 1.511 1.346
O 3.450 1.099 0.280
C 2.182 0.950 0.895
N 1.663 2.150 1.329
C 0.420 1.767 1.926
C 0.261 0.335 1.826
N 1.443 -0.178 1.107
H 2.061 3.094 1.258
H -0.289 2.505 2.383
H -0.603 -0.248 2.225
H 1.679 -1.131 0.825
C -0.983 -1.160 -1.080
C -2.476 -1.251 -1.283
O -3.236 -1.239 -0.341
C -2.977 -1.357 -2.699
H -0.765 -1.087 -0.015
H -0.497 -2.054 -1.475
H -0.595 -0.267 -1.576
H -2.581 -2.260 -3.168
H -2.676 -0.475 -3.267
H -4.065 -1.415 -2.692



--- two ---
22
Properties=species:S:1:pos:R:3 method="wB97M-V/def2-TZVPD" mol_weight_da=172.2 multiplicity=1 charge=+1 e_lumo_ha="-0.230 / -0.223"
C 1.102 -2.914 -0.812
O 0.515 -2.189 -1.880
C -0.151 -1.111 -1.457
C -0.055 -0.420 -0.247
N -0.937 0.748 -0.245
C -1.749 0.865 0.957
C -0.002 1.993 -0.431
N -1.662 0.848 -1.392
C -1.112 -0.515 -2.268
N -1.543 -0.680 -3.574
O -1.391 0.310 -4.204
O -1.899 -1.760 -3.976
H 0.387 -3.023 -0.024
H 2.111 -2.407 -0.422
H 1.345 -3.957 -1.101
H 0.302 -0.723 0.739
H -2.429 1.723 0.771
H -2.333 -0.135 1.125
H -1.158 1.096 1.909
H 0.614 1.700 -1.339
H -0.740 2.787 -0.784
H 0.707 1.987 0.483



Verdict on stability: one comes out on top.